[1]
DFT (ωB97M-V with the def2-TZVPD basis set) results for C36H66BGeN6ReS3Si3 as an isolated structure.

For the energy, the calculation gives -5981.767813 hartree. As for the molecular weight: 1033.05 g/mol. The HOMO energy comes out at -17.890 eV. The total charge is +4. Its frontier orbital gap is 0.233 Ha.

Geometry (Å):
N 1.6455 -0.2601 1.1056
C -0.1223 2.9642 2.9163
N -0.1663 1.5808 1.1021
H -1.6392 2.6643 5.1515
H 0.6529 3.8537 -4.7219
H 2.5599 -2.7635 -4.3125
H 1.0415 -2.9529 3.5168
H 2.2377 -4.1497 2.9946
H -1.9609 -3.5506 5.8996
H -0.6498 3.6555 6.2237
H -1.3250 -4.4358 -4.4009
H -3.9675 0.9631 -8.3200
C 0.3123 3.2403 4.3401
H 1.9700 -0.8854 4.9650
C 5.1450 0.8625 0.3352
H -0.2553 -1.1270 4.9401
H -3.3260 -0.4950 -7.5430
H -2.4735 -4.0774 -0.8814
C -1.4916 -1.6451 0.2722
C 1.3166 3.2381 -4.1109
H 0.5794 -3.1155 -7.2234
C 1.2142 4.4858 4.3388
C -3.3062 0.5945 -7.5248
H -0.3296 -1.6182 -7.0785
C 3.1135 -2.3077 3.7551
H -3.4213 -3.3515 2.3983
C -1.9529 -1.8589 2.9290
H 4.7245 -3.5071 2.8840
H 1.9750 1.8796 -7.3653
H -3.7182 -2.8405 -1.0524
C 1.6301 -3.1229 -3.8645
H -4.3267 -2.4725 4.2830
H -5.1837 0.4276 -4.0899
H 4.9661 1.9333 0.2317
H -1.4090 -1.2472 6.2725
H 3.7238 -0.6385 5.0376
H 3.6843 0.2448 -5.4065
C -2.0520 4.6552 0.0806
H 1.5436 4.6859 5.3583
H -3.8987 3.2870 -4.6042
H -1.5790 4.8453 -0.8840
H 2.9937 -1.9971 5.8922
C -3.6642 -1.7258 4.7241
C 4.1133 -0.7170 2.0143
H 2.0357 1.9082 4.4187
H -1.1663 4.8385 2.6640
H 1.9755 -3.8607 4.7140
H 6.0434 0.7229 0.9313
C 4.4898 -2.9775 3.8101
H 5.0970 -0.9224 2.4156
H 1.2765 2.2441 5.9775
Si 0.1583 -2.5531 -4.8530
C 2.9949 -1.3859 2.5524
H 1.6864 -4.2151 -3.8314
N 1.7812 -1.1491 2.0786
H -2.1474 5.6006 0.6085
H 0.5084 1.1258 4.8418
Si 1.7016 1.6423 -4.9696
C 3.9788 0.1697 0.9724
C -2.1814 -1.9987 4.4191
C -0.9460 3.5078 5.1856
H -3.2693 3.6012 -6.2504
H 5.3325 0.4568 -0.6610
C 3.3166 0.8243 -4.5567
N 0.2203 1.8193 2.3624
H -3.0571 4.2711 -0.1081
N -0.8657 -0.9102 1.1759
C 0.4868 -2.1952 -6.6382
C -0.8896 3.9048 2.1896
H 0.6923 5.3774 3.9855
H -1.6131 0.0056 5.0460
N -1.0611 -0.9902 2.4997
H 0.9181 0.5149 -7.0396
C -1.4674 -3.3546 -4.4913
C -2.6754 -2.6664 2.0159
C -3.9922 3.0333 -5.6611
H -2.5034 -4.1745 4.3510
C -1.8398 -3.4467 4.8214
C -1.3075 -1.0300 5.2099
S -1.1153 -1.3851 -1.4449
H 1.5809 -2.7776 -2.8282
C 1.0775 2.0523 4.9237
C -3.1766 -3.4519 -0.3282
Re 0.3573 0.3623 -1.5366
C 1.1564 1.5298 -6.7251
H 2.2321 3.8157 -3.9524
H 5.2933 -2.2741 4.0321
B 0.1711 0.1014 0.6868
H -0.8090 -3.7044 4.5725
H -3.8903 -4.1007 0.1728
H -2.1677 -3.1925 -5.3134
H 3.2573 0.1586 -3.6936
Si -3.8523 1.2528 -5.9326
Ge 0.2750 -0.2534 -3.8811
C 2.9359 -1.3940 4.9855
H -3.9713 -0.7364 4.3778
H -4.3517 -0.9070 -4.9144
C -1.2591 3.6725 0.8905
H -2.3010 0.9482 -7.7793
S -1.1078 2.0317 -1.3753
C -0.8382 2.4445 0.3501
H -3.4660 0.1583 -3.7969
H 4.0699 1.5822 -4.3235
C -2.4529 -2.5945 0.6677
H 2.1037 4.3342 3.7237
C -4.2470 0.1217 -4.5677
H 0.2997 2.1790 -6.9169
H -1.9189 -3.0056 -3.5656
H -4.9904 3.3598 -5.9883
H -3.8150 -1.7625 5.8029
C 2.0195 -3.3790 3.7372
H 1.4223 -1.6465 -6.7614
H 0.8455 3.0924 -3.1415
S 2.3186 1.3741 -0.9260
C 2.6677 0.3613 0.5196
H -1.4766 4.4083 4.8714
H 4.4885 -3.7129 4.6141



[2]
DFT (ωB97M-V with the def2-TZVPD basis set) results for C27H20NO2PRhS as an isolated structure.

For the energy, the calculation gives -2095.991150 hartree. As for the molecular weight: 556.41 g/mol. The HOMO energy comes out at -11.629 eV. The total charge is +1. Its frontier orbital gap is 0.252 Ha.

Geometry (Å):
H -6.0536 -0.8448 0.0573
C -5.0658 -1.1636 -0.2477
H 3.1591 0.4527 4.0270
C 2.3509 0.1889 2.0722
C -0.9382 -4.9012 3.7556
H -1.1858 -0.3128 -5.3317
S 4.0679 -0.7106 -1.3317
C 0.8648 -0.7521 -4.8986
C 4.6963 -0.0720 2.6182
H -1.5497 -2.3223 -1.3384
C -1.3715 -3.8326 1.6468
C -3.9876 -0.9484 0.5910
C -1.7501 0.2555 2.3951
C 0.2008 -0.2168 -2.2587
H -0.3265 -3.6185 5.3655
H -1.7957 0.1441 -2.9775
C -0.4303 -0.3893 -4.5597
C -2.5278 -1.9764 -1.0298
H -0.4188 -1.5727 4.0116
H 1.3327 0.4279 2.3493
C -0.6193 -3.6766 4.3257
C -2.7024 -1.3446 0.2012
C 1.8590 -0.8288 -3.9238
C -0.6765 -2.5230 3.5599
H -1.6705 -3.9004 0.6099
H 6.0362 -0.5676 1.0182
C -1.0758 -2.5986 2.2246
H -0.8849 0.5381 3.0012
H -5.7298 -1.9571 -2.1258
C 2.6655 -0.1234 0.7536
C -0.7793 -0.1337 -3.2303
C -1.3061 -4.9807 2.4190
C 1.5171 -0.5438 -2.6169
C -4.8803 -1.7875 -1.4769
N 1.7784 -0.1902 -0.3250
H 2.8713 -1.1028 -4.1968
H 5.4796 -0.0475 3.3637
C 3.9778 -0.3912 0.3768
O -1.1416 1.5301 0.4924
H -3.4682 -2.6880 -2.8182
H -2.5712 0.0055 3.0628
C 5.0137 -0.3693 1.3102
H -0.9019 -5.8002 4.3568
P -1.2652 -1.0864 1.2835
O -2.9245 2.2226 1.6630
H 1.1088 -0.9691 -5.9297
Rh -0.1685 0.1213 -0.3714
C 3.3747 0.2083 2.9954
C 2.3882 -0.4949 -1.4499
H -4.1532 -0.4579 1.5413
C -3.6167 -2.1983 -1.8644
H -1.5477 -5.9375 1.9756
C -2.0414 1.4355 1.4978



[3]
DFT (ωB97M-V with the def2-TZVPD basis set) results for a 2-piece molecular cluster, C4H12N2O overall.

For the energy, the calculation gives -344.285402 hartree. As for the molecular weight: 104.15 g/mol. The HOMO energy comes out at -8.271 eV. The structure (SMILES) is CCC/N=C\N.O. Its frontier orbital gap is 0.335 Ha.

Geometry (Å):
H -0.6932 0.3518 1.0179
N 0.0469 0.8823 -0.9745
H -0.5557 -2.8732 1.1544
N 0.7854 2.7627 0.2286
H -1.9033 -3.1104 0.2433
O 2.2228 0.0122 0.3927
H 1.3502 3.6208 0.1330
C -0.7001 -1.3364 -0.4110
C -0.8985 0.1642 -0.0438
C 0.3305 2.0959 -0.7904
H -1.8804 -1.7627 1.3220
H 1.5515 0.1228 -0.3227
H 1.2185 2.1489 0.9589
H 2.6466 -0.8323 0.1965
C -1.2955 -2.2597 0.6287
H 0.4301 -1.5051 -0.5123
H 0.3536 2.6207 -1.6433
H -1.0303 -1.5612 -1.4586
H -1.9790 0.4586 -0.1195



[4]
DFT (ωB97M-V with the def2-TZVPD basis set) results for one molecule with the formula CH4FOP.

For the energy, the calculation gives -556.993033 hartree. As for the molecular weight: 82.01 g/mol. The HOMO energy comes out at -8.874 eV. The structure (SMILES) is CP(O)F. Its frontier orbital gap is 0.358 Ha.

Geometry (Å):
H -1.3871 0.3803 0.7738
C -0.9845 0.5226 -0.1597
P 0.6607 -0.0472 -0.4840
F 1.5082 0.9393 0.5059
O 0.9250 -1.3746 0.3283
H -0.8300 1.5049 -0.4293
H 1.7650 -1.8396 0.2686
H -1.6573 -0.0857 -0.8036